[1]
C26H47AlBBr24N2O5 | ωB97M-V/def2-TZVPD

Its total energy is -1729236.2578 eV. As for the HOMO-LUMO gap: 0.209 Eh. The charge is -1. For the maximum force, the calculation gives 2.430 eV Å⁻¹. The value obtained for the HOMO energy is -4.751 eV.

Last column: Löwdin charge in e.
Geometry (Å):
H 2.6384 6.6827 0.3876  0.052
Br -4.6564 -5.7384 0.0477  0.575
H 1.2164 6.9647 1.3645  0.067
Br -0.9636 -4.9632 4.3327  0.553
C -0.9546 3.8661 0.0327  -0.175
H 0.7440 1.8783 0.5535  0.089
H 7.3729 0.1395 -5.2872  -0.117
Br -4.5205 -11.4652 0.8509  0.571
Br 7.5032 3.1517 -4.7919  0.570
H 1.7734 4.1223 0.3773  0.073
H 0.4806 1.1841 6.0910  0.093
H 1.5346 -7.5180 -8.9774  -0.033
H -0.2008 0.5976 -0.1596  0.102
C -1.9287 4.0200 5.5226  -0.080
Br -1.7146 -6.1358 -1.1214  0.578
C -3.9227 2.1046 1.5389  -0.160
C 8.2235 -0.5081 -5.4537  -1.679
O -1.8240 4.3950 3.1794  -0.128
H 1.5788 4.0161 3.0276  0.033
Br 1.0593 5.1880 -3.4698  0.606
H 2.9133 4.8144 1.5020  0.090
Br 1.3249 -2.8257 3.7779  0.594
H -2.4920 -5.9444 1.2165  -0.077
H -4.1549 2.9404 4.8826  0.092
C 1.5718 -1.0755 -0.8907  -0.205
H -6.0017 1.4933 1.4035  0.112
C -4.1651 -9.6165 0.4545  -1.648
H -1.0167 -0.5727 3.5134  0.063
N -1.5332 -0.2740 4.3314  0.183
H -1.8640 2.0151 -0.6930  0.068
H -4.0361 2.3447 -1.9592  0.081
H -1.5529 -0.9949 5.0411  0.021
Br 4.0270 -4.7074 -1.7762  0.588
H -0.1279 2.8192 4.2737  0.131
C 1.8602 4.8573 1.1929  -0.384
H 1.1840 2.1251 -2.2555  0.063
H -1.4243 4.9843 5.5411  0.116
H -4.0494 3.9210 3.4430  0.119
Br 2.1422 -6.0635 -3.9462  0.548
H -4.0851 0.7068 -1.3089  0.081
C 1.2516 4.4336 -5.2220  -1.643
Br 7.6240 -2.3156 -5.2011  0.572
H 1.0697 -3.2893 -2.1133  0.079
Br 9.5642 -0.0183 -4.1651  0.555
H -1.7221 3.4445 7.5644  0.049
Br -2.4274 -3.5495 0.6293  0.662
C -0.9061 2.5326 -0.7395  -0.256
Br 3.1038 4.2570 -5.7017  0.546
H 1.8143 -5.7615 -1.5179  -0.061
H -1.9679 4.2735 -0.0989  0.054
C 1.4269 -0.0355 -2.0032  -0.171
H 1.0647 6.3215 -0.2855  0.033
C 2.6819 -6.0393 -2.1018  -1.653
C 1.6495 6.2785 0.6369  -0.111
C 0.2460 1.5743 -0.3685  -0.190
Br 0.9422 -9.0417 -7.1245  0.566
Br -2.6858 -8.9533 1.4922  0.586
C -3.6244 3.0419 3.9310  -0.097
H 1.7025 -0.5894 0.0777  0.124
H -5.4203 1.2889 -2.3254  0.076
H 1.2381 -4.6719 5.4154  -0.035
C 6.5977 2.6111 -3.1822  -1.632
Br 5.3501 1.1891 -3.5426  0.596
H -5.0076 1.5510 3.2911  0.099
O -0.4616 1.0035 6.1356  0.088
C 0.4948 -3.9590 5.0905  -1.637
H -0.2894 4.5633 -0.4830  0.014
B -1.0143 0.9718 4.8424  -0.551
H 1.0863 -3.7714 -0.3948  0.083
C -1.0567 2.2812 3.9548  -0.246
C 1.3302 1.3909 -1.4618  -0.201
C 1.5221 -7.3829 -7.9060  -1.650
O -0.8833 2.0433 2.5721  -0.129
H -0.4432 -3.6611 -1.2385  -0.027
H -3.9320 3.1826 1.3666  0.120
H 0.6048 -0.2793 -2.6806  0.120
N 1.0318 4.5385 2.3545  -0.052
Br -0.0649 -2.9647 6.6368  0.614
Br 3.3076 -6.9340 -7.3574  0.552
H 2.3040 1.6271 -1.0157  0.104
C -2.3551 3.4770 6.6821  -0.002
O 0.3868 -1.8695 -0.7422  -0.214
H -2.9928 1.6973 1.1440  0.092
H -5.0372 -9.0507 0.7504  -0.039
H 0.7930 5.1140 -5.9242  -0.034
Br -3.9141 -9.3331 -1.4273  0.558
O -5.4008 2.0690 -0.4309  -0.191
Al -0.6363 3.7456 1.9980  0.098
Br 3.2392 -7.7792 -1.5001  0.578
C -2.1275 3.3980 4.1637  -0.454
H -0.7730 2.7745 -1.8062  0.075
Br 5.7676 4.0876 -2.2855  0.595
H -4.8512 0.3812 0.6385  0.117
C -3.9709 1.8312 3.0564  -0.170
Br 0.2956 -5.9541 -7.5168  0.567
Br 8.8316 -0.2005 -7.2513  0.568
C -2.7776 -5.4103 0.3218  -1.618
C -4.7018 1.5778 -1.5519  -0.124
H 2.4073 -1.7546 -1.0836  0.097
H 2.3345 -0.0926 -2.6197  0.083
H -3.3604 0.9639 3.2972  0.086
C -5.0865 1.4405 0.8072  -0.231
C 0.5345 -3.1969 -1.1589  -0.193
Br 0.3190 2.7534 -5.3748  0.571
H 7.3477 2.2075 -2.5167  -0.035
H -3.3326 3.0124 6.7809  0.046


[2]
C26H47CaN2O2S3 | ωB97M-V/def2-TZVPD

Its total energy is -85745.0880 eV. The calculation puts the relative energy (zero: lowest compared OMol25 entry of this formula, charge and spin) at 1.332 eV. As for the HOMO-LUMO gap: 0.136 Eh. The charge is -1. For the maximum force, the calculation gives 1.504 eV Å⁻¹. The value obtained for the HOMO energy is -1.557 eV.

Last column: Löwdin charge in e.
Geometry (Å):
H -2.9792 -0.5451 4.1792  0.073
C -3.3016 -0.0804 3.2432  -0.079
H -7.7867 0.3031 -0.0578  0.082
H 2.5273 -2.1390 5.1324  0.067
C -3.8955 0.0626 0.0945  -0.315
H -3.8537 -3.1033 1.6270  0.078
H -6.3982 1.1753 -1.9190  0.098
H -2.6630 -4.3931 -0.3446  0.053
C -0.8117 -3.8773 -1.3564  -0.897
H 0.4364 -2.0349 3.9353  0.076
H -3.9070 0.7947 3.4892  0.073
C -0.9235 5.6725 -0.4293  0.009
H -1.6069 2.8430 2.5023  0.090
H -2.9426 -2.7639 3.1053  0.073
C -6.7066 0.2402 -0.0150  -0.125
C -2.3554 -4.0032 -1.3182  -0.111
H -2.4120 0.2560 2.7174  0.020
S 0.5083 -0.0884 2.7100  0.831
C -3.2731 -2.3436 2.1509  -0.060
H -2.3748 -2.1847 1.5468  0.032
C -0.2595 -5.3102 -1.1387  -0.124
H -0.5287 -5.6340 -0.1308  0.050
H -3.3461 2.8045 2.1567  0.084
H 5.0914 0.5413 0.8554  0.072
H 2.4065 1.1156 3.4840  0.049
H -0.6314 -6.0460 -1.8577  0.048
H -4.3404 4.1650 0.8074  0.089
H -0.9037 -2.5273 -3.0604  0.038
Ca -0.6777 -0.9034 -0.0924  1.028
S 2.7864 0.2208 0.3180  0.828
H -2.4258 2.8029 -2.7626  0.079
C -4.6872 -0.4450 1.1550  -0.134
H -2.0916 2.0995 -1.1761  0.061
N -2.2780 4.1131 0.9477  -0.139
C -0.4283 -3.4807 -2.8060  -0.125
H -3.5396 5.3313 -0.2216  0.069
C -4.0919 -1.0785 2.4009  -0.369
H -3.4771 3.1762 -1.3887  0.066
H -1.8389 6.1703 -0.7331  0.055
H -0.3278 5.4332 -1.3077  0.085
C 2.4568 -1.4042 4.3269  -0.552
S 3.3301 -2.0744 2.8959  0.872
H 4.7048 -1.0869 0.3255  0.071
H 0.5674 -0.6750 5.0435  0.075
H -4.5254 1.5312 -2.9182  0.120
H -4.9599 -1.3779 3.0037  0.117
C -5.9250 0.7278 -1.0498  -0.072
H -2.0924 -0.2180 -2.3672  0.041
H -2.2153 2.0131 1.0468  0.065
C -3.5036 4.8615 0.7577  -0.064
H 0.6530 -3.3390 -2.8524  0.050
C -6.0703 -0.3463 1.0695  -0.067
O -2.5848 0.0248 0.1540  -0.360
H -3.5484 -0.7654 -3.1707  0.086
H -2.5642 0.5190 -3.8910  0.076
C -3.7615 1.1828 -2.2099  -0.366
C -2.3568 2.8687 1.7134  -0.029
C 4.4532 -0.7320 2.4402  -0.547
H -6.6622 -0.7439 1.8877  0.098
C -2.9513 0.1192 -2.9496  -0.061
C 2.3083 1.6030 1.3605  -0.545
H 1.1196 2.2126 3.0163  0.068
H 0.8308 -5.2774 -1.1988  0.052
C -4.5384 0.6439 -1.0249  -0.144
H -2.8175 -3.0178 -1.4345  0.050
C 4.3789 -0.2798 0.9839  -0.556
H -0.7284 -4.2178 -3.5638  0.052
H -2.7596 -4.6609 -2.0998  0.056
H -0.3450 6.3650 0.1850  0.086
C 0.9722 -1.1020 4.1217  -0.526
C -2.8878 2.3890 -1.8626  -0.058
H 5.4779 -1.0591 2.6341  0.066
N -0.3308 -2.9326 -0.4089  -0.343
H 2.9979 -0.5243 4.6803  0.059
H 3.1617 2.2701 1.5176  0.083
O -0.1238 3.6550 0.5150  0.013
H 1.5981 2.1666 0.7577  0.035
C 1.6565 1.3095 2.7192  -0.501
H -3.6450 5.6287 1.5258  0.090
C -1.0948 4.3968 0.3687  -0.524
H 4.2663 0.1143 3.1020  0.056


[3]
C26H47O2Si2Tb | ωB97M-V/def2-TZVPD

Its total energy is -70009.9580 eV. As for the spin multiplicity: 7. The calculation puts the relative energy (zero: lowest compared OMol25 entry of this formula, charge and spin) at 0.000 eV. As for the HOMO-LUMO gap (alpha / beta): 0.282 / 0.277 Eh. For the maximum force, the calculation gives 2.356 eV Å⁻¹. The value obtained for the HOMO energy (alpha / beta) is -7.412 / -7.270 eV.

Last column: Mulliken spin population.
Geometry (Å):
H 1.8454 0.8558 -2.8498  0.001
C 4.3501 -4.1772 -1.3553  0.000
C 1.9294 -1.3796 0.0839  0.017
H -2.4102 5.8697 1.2811  0.000
H 1.9028 -2.2794 -0.5326  -0.001
C 0.7706 0.9250 -2.6853  0.007
Si -2.9978 3.5647 0.7222  -0.001
H 6.3616 -3.7873 -2.0236  0.000
C -2.7346 -1.1910 0.5769  0.002
H 3.6503 -4.0272 -3.3791  0.000
O 0.5013 -1.1212 0.4706  0.028
H 3.2031 0.9393 0.3893  0.005
C 3.5196 -4.4980 0.5039  0.000
C -1.3881 1.7575 -2.4939  -0.012
H 1.5256 1.0633 2.5402  0.002
H 5.8058 -2.6617 -0.7605  0.000
H -5.4656 -0.3913 2.0073  0.000
H -2.3797 -0.2513 -2.5388  0.001
H 3.6145 -1.9729 1.3779  0.000
H -5.4223 -0.1894 -0.7468  0.000
H 2.3792 -0.6021 -0.5688  0.005
C 1.9949 2.6262 -0.3936  0.027
C 0.6367 2.7981 1.4484  -0.008
H -2.5335 4.2698 -1.6130  0.000
H 2.6394 -0.6484 2.0374  0.000
H 0.3356 3.1470 -2.6570  0.003
H -4.0837 3.3930 -1.5287  0.000
C -4.6661 0.3411 2.2092  -0.001
H 4.6038 -6.2320 -0.4391  0.000
Tb -0.1466 0.9895 -0.3077  5.933
H 2.5403 2.8587 -1.3042  0.004
H -4.0792 -0.0265 3.0664  0.000
H -3.4853 -1.9912 0.7179  -0.001
H -5.2966 1.5885 -0.7390  0.000
H -4.1863 0.6116 -1.7482  0.001
H 3.7855 -3.9924 1.4425  0.000
H -2.2438 2.4278 -2.4692  0.000
H -4.9688 4.7832 1.5532  0.000
C -1.9182 4.9033 1.4606  0.001
H -0.1306 3.1232 2.1427  0.001
H 2.6582 -5.1669 0.6732  0.000
Si -3.5397 0.5056 0.6923  0.011
H 1.6893 -3.4950 1.7004  0.000
C 5.4933 -3.2150 -1.6559  0.000
C 1.5884 -2.4857 2.1219  -0.001
H 0.1358 -1.2382 -2.7123  0.002
H -2.0098 -1.2705 1.4007  -0.001
H 1.7314 -2.5476 3.2230  0.000
H 4.5715 -5.5001 -3.0601  0.000
H -4.5055 3.5367 2.7262  0.000
C -2.2723 1.8296 0.8585  0.025
H -5.1337 1.2949 2.4891  0.000
C -3.4371 4.1125 -1.0161  0.001
H -5.4337 3.0993 1.2729  0.000
H 2.8898 -5.3901 -2.4688  0.000
H 0.4285 4.2270 -0.2823  -0.001
C 2.6002 -1.5754 1.4378  -0.002
H -0.9190 4.9613 1.0252  0.000
C -4.7133 0.6564 -0.7839  0.000
H 5.6617 -4.9065 0.2604  0.000
C 0.9083 3.3545 0.1614  -0.014
C -0.0183 2.1194 -2.6013  0.009
C 0.2421 -1.8938 1.7193  0.000
H -1.8757 1.8168 1.9127  0.003
H -1.8121 4.7968 2.5466  0.000
C 2.3415 1.5797 0.4979  -0.023
C 4.6960 -5.1624 -0.2016  0.000
H 5.1785 -2.4876 -2.4192  0.000
C -1.4594 0.3286 -2.4765  -0.024
C 1.4788 1.6764 1.6444  -0.003
H -3.9825 5.0665 -0.9866  0.000
C 3.8191 -4.8198 -2.6353  0.000
H -0.5100 -2.6527 1.4617  -0.001
C -0.1294 -0.1859 -2.5873  0.006
O 3.2713 -3.5386 -0.5996  0.000
H -0.1439 -1.1872 2.4845  0.000
H -2.2165 -1.3998 -0.3755  0.000
C -4.6305 3.7405 1.6546  -0.002


[4]
C26H48AsCuN8O3P2SeSi2 | ωB97M-V/def2-TZVPD

Its total energy is -250965.4118 eV. As for the spin multiplicity: 2. The calculation puts the relative energy (zero: lowest compared OMol25 entry of this formula, charge and spin) at 0.000 eV. As for the HOMO-LUMO gap (alpha / beta): 0.265 / 0.240 Eh. The charge is +1. For the maximum force, the calculation gives 0.315 eV Å⁻¹. The value obtained for the HOMO energy (alpha / beta) is -10.039 / -10.120 eV.

Last column: Mulliken spin population.
Geometry (Å):
H -4.5242 -1.1105 2.9860  0.000
H 0.8839 4.7490 -3.7183  0.000
As -0.3394 -0.3153 1.5299  0.645
C -4.6232 0.2043 -1.7963  -0.002
H 2.2650 3.6609 -3.5038  0.000
H 4.8922 2.4569 -0.6466  0.000
H -0.4872 5.5132 0.2370  0.000
H -2.0705 -3.4254 1.3380  -0.007
P 0.6509 2.8193 -0.7858  -0.001
C 0.4277 -4.5094 -1.9797  0.000
C -0.9571 4.5327 0.3613  -0.001
P 2.7538 0.7856 -0.7545  -0.002
H 2.8526 0.0661 -3.4075  -0.001
Si 0.0720 -2.5057 2.2900  -0.027
C -0.0403 -2.5738 4.1572  0.014
Si -2.3891 0.0680 2.6398  -0.025
O -0.2309 1.8839 -1.5257  -0.005
C -4.0531 -2.1128 -1.8983  -0.010
C 1.2278 3.8485 -3.2067  0.000
H 3.0130 4.9191 -1.3682  0.000
H 0.3481 -3.5357 4.5009  0.000
H 3.3524 2.1671 1.6770  0.002
N -0.3934 -2.3036 -1.6008  0.013
H 1.7066 6.0482 -1.7693  0.000
C -1.6429 -2.7545 -1.7630  -0.008
N 3.7641 1.2568 -1.9526  0.000
N -2.3493 -0.4691 -1.5553  -0.003
H 5.5272 -0.3754 0.0874  0.000
C -5.0206 -1.1078 -1.9245  0.005
N -3.6972 -5.7469 -2.3137  0.000
C -1.9483 0.4721 4.4138  0.025
H 1.1611 2.5462 2.0806  -0.001
C -2.7217 -1.7467 -1.7190  0.023
H 4.1542 -1.4193 -0.3427  0.000
H 4.5334 0.5199 -3.7500  0.000
Cu -0.3396 -0.2454 -0.8900  0.257
C 3.5812 0.8683 -3.3442  0.000
H -2.8537 0.6049 5.0105  0.003
H -3.5982 1.3900 0.9104  -0.006
H -1.5524 4.3162 -0.5240  0.000
C 0.6142 -3.1543 -1.7124  0.007
C -1.0649 -3.7937 1.5362  0.040
H -1.3408 -0.2979 4.8870  -0.006
C 0.6879 3.5033 1.8793  0.011
C -3.2787 1.5536 1.9371  0.011
C 1.9445 5.1230 -1.2420  0.000
H -1.0636 -2.4794 4.5211  -0.002
H 4.6389 -1.2650 1.3432  0.000
C 4.5385 -0.7249 0.4020  0.001
H -4.1725 1.7342 2.5403  0.000
N 1.1222 4.0422 -1.7653  0.000
H -2.9033 1.4930 -1.5037  0.000
H 4.5157 3.2162 -2.1989  0.000
H -0.6435 -4.1591 0.5993  -0.006
N 3.6121 0.3896 0.5842  0.000
H 2.5387 -2.2531 2.3211  0.004
H 1.6009 -2.7264 -1.5870  0.001
H -6.0591 -1.3778 -2.0617  0.000
H 3.2354 1.7089 -3.9523  0.000
H 5.7415 1.9407 -2.1072  0.000
H 2.0731 -3.9365 2.0344  0.000
H -3.2060 -2.2852 2.9997  0.002
H -2.6645 2.4512 1.9644  0.000
C -3.3202 -4.5074 -2.1393  -0.001
H -1.6253 4.5784 1.2197  0.000
C 4.7774 2.2703 -1.7137  0.000
H 1.4270 4.3075 1.9670  0.001
Se -5.4736 -5.7470 -2.4010  0.000
C 1.8340 -2.8976 1.7933  0.010
C -4.3732 -3.5279 -2.0763  0.001
C 3.9874 1.2879 1.6667  0.002
O 1.9839 2.1011 -0.2164  0.013
H -3.7699 -1.6089 1.4701  -0.006
C -3.5730 -1.3783 2.5205  0.026
H 1.2817 -5.1658 -2.0671  0.000
H -1.0587 -6.0324 -2.3126  0.000
H -5.3391 1.0130 -1.8325  0.000
H -1.1491 -4.6435 2.2176  0.002
H 0.6078 3.0104 -3.5130  0.000
H 3.8785 0.7719 2.6228  0.000
H -1.3854 1.4074 4.4464  -0.002
H 0.5579 -1.7873 4.6201  0.007
C -1.9240 -4.0963 -2.0092  -0.003
H 5.0304 1.6077 1.5698  0.000
H -0.0745 3.6604 2.6437  0.001
N 0.0282 3.4739 0.5812  0.002
C -0.8570 -4.9875 -2.1183  0.003
H 1.7476 5.2775 -0.1831  0.000
H 1.9828 -2.7474 0.7228  -0.001
C -3.2695 0.4797 -1.6126  0.013
N -5.5922 -3.9835 -2.2005  0.000
O 1.8582 -0.2783 -1.2642  -0.018